Record 1
{
  "formula": "CH9N2P2",
  "method": "ωB97M-V/def2-TZVPD",
  "elements": ["C", "N", "N", "P", "P", "H", "H", "H", "H", "H", "H", "H", "H", "H"],
  "coordinates": [[-2.377381, -2.420635, -1.881201], [3.341407, 1.488056, 1.777156], [-3.676361, -2.209552, -2.000341], [-0.072712, 1.393229, 1.140923], [1.567669, 2.622260, 1.434688], [-1.833386, -2.999820, -2.672041], [-1.668437, -1.942123, -1.216109], [3.820595, 1.600125, 0.841974], [3.164253, 0.494453, 1.926269], [-4.100108, -1.385512, -1.640598], [-3.991119, -2.628819, -2.879440], [4.103227, 1.840497, 2.503142], [-0.468710, 1.664929, 2.500322], [2.191063, 2.482913, 0.165257]],
  "forces_ev_per_angstrom": [[-0.89, 0.42, -1.47], [3.30, 0.82, 0.48], [4.45, -1.25, -1.60], [0.48, 0.13, 0.59], [-0.26, -0.05, -0.21], [-1.06, -0.15, 0.91], [-0.70, 0.35, 0.74], [-0.59, -0.46, 1.43], [0.05, 0.15, 0.07], [-0.81, 0.48, 0.95], [-0.93, 0.26, 0.55], [-2.25, -1.02, -1.68], [-0.13, -0.09, -0.51], [-0.67, 0.41, -0.26]],
  "lowdin_charge": [0.209, -0.181, 0.213, 0.090, 0.318, 0.144, 0.118, 0.060, 0.048, 0.147, 0.159, 0.127, -0.276, -0.173],
  "e_homo_ev": -9.76,
  "orbital_gap_ev": 3.39,
  "total_charge": 1,
  "lumo_ev": -6.4
}

Record 2
{
  "formula": "CHF3N2",
  "method": "ωB97M-V/def2-TZVPD",
  "elements": ["H", "N", "N", "C", "F", "F", "F"],
  "coordinates": [[-0.935765, 0.077169, 2.202954], [-0.842885, 0.301661, 1.201207], [0.120506, -0.305922, 0.728494], [0.344359, -0.067357, -0.678630], [0.585317, 1.216706, -0.955063], [-0.682055, -0.458480, -1.438171], [1.410523, -0.763776, -1.060792]],
  "forces_ev_per_angstrom": [[0.33, -0.19, -0.19], [0.23, 0.09, -0.90], [-0.32, -0.20, 1.45], [-0.08, 0.44, -1.27], [-0.05, 0.04, 0.34], [-0.14, -0.08, 0.30], [0.03, -0.10, 0.27]],
  "lowdin_charge": [0.082, 0.134, 0.061, -0.716, 0.147, 0.147, 0.145],
  "e_homo_ev": -10.55,
  "orbital_gap_ev": 10.13,
  "total_charge": 0,
  "lumo_ev": -0.4
}

Record 3
{
  "formula": "C4H10N4O",
  "method": "ωB97M-V/def2-TZVPD",
  "elements": ["C", "C", "C", "C", "H", "H", "H", "H", "H", "H", "H", "H", "H", "H", "N", "N", "N", "N", "O"],
  "coordinates": [[2.341784, -0.767627, -0.406597], [0.478158, 0.887667, 0.673058], [-1.502283, 1.758811, -0.543911], [-1.409212, -1.493155, 0.211990], [1.830539, -0.628390, -1.452533], [3.582120, -0.252784, -0.644778], [2.432811, -2.048271, -0.010434], [1.936281, -0.141055, 1.695391], [-2.202135, 2.148769, 0.646088], [-2.202015, 1.247775, -1.357498], [-0.934346, 2.943865, -0.954004], [-0.331084, -1.028470, -1.692824], [-1.756609, -2.288181, -0.306658], [-1.283698, -0.625440, 1.782932], [1.624033, 0.145961, 0.623557], [-0.285080, 0.719400, -0.624463], [-0.982404, -0.580058, -0.734125], [-1.495649, -1.632564, 1.495968], [0.158795, 1.633748, 1.598836]],
  "forces_ev_per_angstrom": [[1.43, 0.29, -0.51], [-0.29, -0.08, -0.89], [0.37, 2.67, -0.88], [0.97, 0.01, 2.04], [0.86, -0.60, 2.18], [-3.93, -1.85, 1.10], [-0.42, 4.36, -1.31], [-0.86, 1.38, -3.80], [2.61, -1.92, -3.74], [1.19, 1.82, 1.88], [-2.11, -3.88, 1.22], [-3.26, 0.96, 4.08], [-0.84, -2.82, -1.97], [0.11, -1.50, 0.83], [2.59, -2.96, 3.62], [-3.58, 1.72, 3.77], [4.28, 0.10, -4.38], [0.33, 3.89, -1.47], [0.57, -1.60, -1.76]],
  "lowdin_charge": [-0.134, -0.569, -0.125, -0.354, 0.048, 0.145, 0.150, 0.207, 0.174, 0.070, 0.143, 0.232, 0.063, 0.049, -0.034, -0.123, -0.057, 0.093, 0.023],
  "e_homo_ev": -9.51,
  "orbital_gap_ev": 9.79,
  "total_charge": 0,
  "lumo_ev": 0.3
}

Record 4
{
  "formula": "C15H44F3N3O11S",
  "method": "ωB97M-V/def2-TZVPD",
  "elements": ["N", "H", "H", "H", "H", "C", "F", "F", "F", "S", "O", "O", "O", "C", "C", "O", "O", "H", "H", "H", "H", "H", "H", "C", "C", "O", "O", "H", "H", "H", "H", "H", "H", "C", "C", "O", "O", "H", "H", "H", "H", "H", "H", "C", "C", "C", "O", "C", "N", "H", "H", "H", "H", "H", "H", "H", "H", "H", "H", "H", "C", "C", "C", "O", "C", "N", "H", "H", "H", "H", "H", "H", "H", "H", "H", "H", "H"],
  "coordinates": [[-0.103635, -0.267820, 0.437357], [0.365859, -0.626959, -0.381605], [0.657915, 0.044309, 1.022768], [-0.511499, -1.080052, 0.877830], [-0.751590, 0.467014, 0.191841], [4.576204, 0.947588, 2.807910], [4.945476, -0.230474, 3.230698], [3.950024, 1.527983, 3.838341], [5.653667, 1.621867, 2.479851], [3.314464, 0.765567, 1.295895], [3.814608, -0.427849, 0.609463], [1.982433, 0.460444, 1.858404], [3.407244, 2.019119, 0.510799], [1.072348, 4.043048, 1.151464], [1.028504, 4.765357, -0.175408], [-0.146598, 4.569586, -0.961952], [-0.113994, 4.466633, 1.788107], [1.946254, 4.341863, 1.730339], [1.030458, 2.963440, 1.007241], [1.913730, 4.564466, -0.778838], [1.016861, 5.843579, -0.016002], [-0.007227, 5.115978, -1.738890], [-0.798278, 4.669162, 1.145962], [0.116301, -3.566428, 1.182908], [0.040501, -4.826064, 2.052230], [-1.221456, -5.412887, 1.832335], [-0.836455, -2.596087, 1.640414], [-0.144256, -3.838629, 0.160115], [1.105804, -3.112676, 1.238618], [0.002275, -4.525330, 3.099226], [0.903488, -5.465924, 1.868015], [-1.117729, -6.352855, 1.997587], [-1.532664, -3.151604, 1.998596], [-2.875064, 2.178081, 3.146743], [-2.075515, 1.099786, 3.884063], [-2.951913, 0.218158, 4.580049], [-3.618323, 1.720744, 2.050634], [-2.145043, 2.847811, 2.692173], [-3.482180, 2.789329, 3.814488], [-1.354819, 1.484042, 4.605889], [-1.385907, 0.600933, 3.203109], [-3.548090, 0.767367, 5.094402], [-4.491972, 2.113603, 2.113826], [-1.599516, 1.493843, -2.385513], [-2.662067, 1.688909, -1.259642], [-3.462718, 0.358060, -1.024587], [-4.030411, -0.175743, -2.253450], [-5.208526, -0.971172, -2.053522], [-1.784037, 1.889034, -0.142188], [-1.038167, 2.377813, -2.688152], [-2.100080, 1.262261, -3.325677], [-0.937856, 0.647188, -2.202545], [-3.225396, 2.578728, -1.540674], [-4.269610, 0.607719, -0.335617], [-2.873105, -0.409100, -0.522673], [-5.715117, -1.337741, -2.946329], [-5.859280, -0.405044, -1.387100], [-4.912659, -1.857986, -1.493062], [-1.295378, 2.760583, -0.289525], [-2.350496, 2.114135, 0.663137], [0.457311, -2.170848, -3.153228], [1.731431, -2.263038, -2.325335], [2.975609, -2.220624, -3.180786], [4.176295, -2.405555, -2.434372], [5.333312, -2.592123, -3.270273], [1.730069, -1.055575, -1.582047], [0.377623, -1.382990, -3.902246], [-0.363574, -2.039418, -2.448262], [0.363629, -3.154735, -3.612883], [1.650519, -3.121059, -1.657990], [3.118262, -1.320079, -3.778092], [2.844285, -3.054783, -3.870012], [6.203474, -2.762967, -2.636461], [5.524455, -1.739618, -3.922030], [5.331481, -3.539210, -3.809825], [1.631465, -0.376027, -2.322716], [2.608560, -0.958055, -1.093319]],
  "forces_ev_per_angstrom": [[-0.09, -1.09, 0.01], [0.77, -0.21, -1.17], [0.77, 0.67, 0.72], [-0.72, -0.18, 0.45], [-0.81, 0.99, -0.03], [-2.11, 0.04, -0.88], [0.34, -1.34, 0.08], [0.00, 0.64, -0.01], [0.29, 0.61, -0.27], [0.62, -0.21, -1.41], [0.24, 0.86, 0.38], [1.02, 1.07, 0.70], [-0.16, -1.54, 1.61], [-1.47, 0.19, -1.51], [1.65, 1.13, -0.70], [-0.41, -0.96, 0.24], [-0.64, 0.04, 1.75], [-0.11, -0.10, -0.08], [0.41, -0.08, 0.08], [0.13, -0.36, 0.00], [0.46, 0.18, 0.64], [-0.26, -0.07, -0.08], [0.16, -0.03, -0.26], [0.08, -0.33, 0.40], [0.07, 1.40, 0.22], [-0.19, -0.79, -0.60], [0.17, -0.81, 0.18], [0.23, -0.07, -0.20], [0.02, -0.01, -0.08], [0.77, 0.20, 0.20], [-0.15, -0.20, -0.12], [-0.37, -0.08, 0.01], [-0.64, 0.36, 0.12], [1.92, 0.81, 0.18], [-0.57, 0.32, 0.28], [0.28, -0.54, -0.51], [-1.16, -0.77, -0.12], [0.42, 0.40, 0.46], [-0.10, -0.17, 0.26], [-0.18, 0.87, 0.07], [-0.65, -0.69, -0.28], [0.00, 0.00, 0.10], [-0.09, -0.21, -0.14], [-1.39, -0.40, -1.57], [2.14, -1.73, -2.06], [-1.05, 0.82, -1.02], [0.13, 0.49, -0.05], [1.07, 0.16, 1.48], [-0.51, 1.04, 1.73], [0.18, 0.20, 0.86], [-0.26, -0.33, -0.09], [0.09, 0.14, 0.30], [-0.72, -0.28, 0.24], [-0.26, -0.08, 0.13], [0.42, 0.04, -0.11], [0.40, 0.70, -0.29], [-0.55, -0.04, -0.24], [-0.06, -0.32, 0.13], [0.59, 0.10, -0.38], [-0.19, -0.34, 0.46], [-0.07, -1.64, 0.08], [-0.02, 1.25, -0.76], [0.89, -2.08, -0.64], [0.25, -0.27, -0.35], [-0.14, -0.36, 0.94], [-0.55, 0.89, 1.38], [0.45, 0.04, 0.02], [-0.15, -0.05, -0.10], [-0.53, 0.13, -0.48], [0.42, -0.21, -0.17], [-0.65, 0.38, 0.00], [0.40, -0.27, -0.55], [-0.15, 0.61, 0.42], [-0.14, 0.01, -0.12], [-0.71, 0.03, -0.56], [0.38, 0.88, 0.44], [0.38, 0.57, 0.26]],
  "lowdin_charge": [0.273, 0.053, 0.030, 0.062, 0.045, -0.674, 0.150, 0.115, 0.154, 0.561, -0.350, -0.372, -0.345, -0.223, -0.234, -0.087, -0.080, 0.133, 0.092, 0.122, 0.119, 0.093, 0.063, -0.204, -0.238, -0.061, -0.091, 0.116, 0.130, 0.124, 0.127, 0.092, 0.091, -0.239, -0.215, -0.063, -0.078, 0.098, 0.126, 0.122, 0.113, 0.078, 0.101, -0.055, -0.360, -0.148, -0.203, -0.096, 0.021, 0.070, 0.070, 0.058, 0.142, 0.101, 0.120, 0.087, 0.078, 0.079, 0.062, 0.049, -0.058, -0.439, -0.211, -0.175, -0.095, 0.036, 0.088, 0.072, 0.080, 0.142, 0.133, 0.120, 0.085, 0.087, 0.080, 0.094, 0.058],
  "e_homo_ev": -9.11,
  "orbital_gap_ev": 9.42,
  "total_charge": 0,
  "lumo_ev": 0.3
}

Record 5
{
  "formula": "C22H26BrN9O5Ti",
  "method": "ωB97M-V/def2-TZVPD",
  "elements": ["Ti", "O", "C", "C", "C", "C", "C", "C", "C", "O", "N", "N", "C", "C", "C", "C", "C", "C", "N", "H", "H", "H", "H", "H", "H", "H", "H", "H", "H", "N", "C", "C", "O", "N", "C", "C", "O", "O", "H", "H", "H", "H", "H", "H", "Br", "C", "C", "C", "C", "N", "C", "N", "N", "N", "H", "H", "H", "H", "H", "H", "H", "H", "H", "H"],
  "coordinates": [[0.267686, 1.817498, 0.284938], [-2.914701, 0.860335, 4.634502], [-3.438446, 0.041912, 3.702733], [-4.549594, -0.731225, 4.037695], [-5.113484, -1.590777, 3.107587], [-4.578438, -1.692066, 1.828170], [-3.472353, -0.925976, 1.491926], [-2.889452, -0.059981, 2.413343], [-1.708435, 0.733336, 2.012460], [-1.170308, 0.543297, 0.854075], [-1.208589, 1.589565, 2.865656], [-0.124355, 2.193432, 2.279368], [0.623720, 3.014468, 3.020277], [1.735562, 3.494356, 2.362848], [2.721650, 4.348871, 2.934919], [3.809896, 4.713683, 2.209287], [3.938523, 4.241709, 0.873178], [2.953165, 3.442367, 0.360767], [1.859645, 3.047280, 1.048134], [-2.136765, 1.314009, 4.193791], [-4.955078, -0.638264, 5.037865], [-5.978599, -2.183140, 3.384626], [-5.020618, -2.356093, 1.096428], [-3.040665, -0.974879, 0.499778], [0.374440, 3.243117, 4.050342], [2.585287, 4.684685, 3.956319], [4.567859, 5.358583, 2.641636], [4.782053, 4.515964, 0.254589], [3.012494, 3.102557, -0.663833], [1.725871, -0.195707, 2.748549], [1.242977, -1.229146, 1.839864], [1.776190, -1.046436, 0.423539], [2.376391, -2.014014, -0.095276], [1.576077, 0.133444, -0.160950], [2.217440, 0.217262, -1.462187], [1.753430, 1.435105, -2.232191], [2.055466, 1.556380, -3.425164], [1.029796, 2.257741, -1.574696], [2.706477, -0.317098, 2.958996], [1.197135, -0.154044, 3.607237], [0.154369, -1.169283, 1.805863], [1.524069, -2.249102, 2.130522], [2.029065, -0.664748, -2.077787], [3.312098, 0.272214, -1.372370], [-1.448539, 3.751507, -0.235888], [1.315465, -2.914077, -3.314089], [0.216992, -3.289440, -4.303104], [-0.684948, -4.377588, -3.728132], [-0.570822, -2.062060, -4.769327], [-1.138194, -1.278084, -3.691498], [-0.732287, -0.107616, -3.180315], [-1.499433, 0.191601, -2.163620], [-2.417940, -0.798100, -2.093261], [-2.218075, -1.681819, -3.005174], [1.953337, -3.775073, -3.107187], [0.900304, -2.592437, -2.357261], [1.943678, -2.106249, -3.696116], [0.684251, -3.677047, -5.218163], [-1.164729, -4.035286, -2.811817], [-0.097982, -5.267159, -3.493231], [-1.472142, -4.657476, -4.431834], [-1.386052, -2.365322, -5.428803], [0.088260, -1.388918, -5.318475], [0.119900, 0.449475, -3.540074]],
  "forces_ev_per_angstrom": [[0.15, 0.76, 1.03], [-0.16, -0.18, 0.05], [-0.01, 0.00, 0.14], [0.00, 0.00, -0.01], [0.03, 0.03, -0.01], [0.01, 0.02, 0.03], [-0.03, -0.03, 0.00], [0.08, 0.03, -0.23], [-0.13, 0.06, 0.42], [0.26, 0.19, -0.26], [0.27, -0.08, -0.36], [-0.13, -0.77, -1.32], [0.53, 0.52, 0.30], [-0.43, -0.24, 0.21], [0.31, 0.15, -0.12], [-0.12, 0.03, 0.27], [-0.11, -0.16, -0.22], [0.29, 0.20, -0.02], [-0.57, -0.46, -0.06], [0.06, 0.19, 0.00], [0.00, 0.00, 0.01], [-0.01, 0.00, 0.01], [0.00, -0.01, -0.01], [-0.01, 0.02, -0.01], [-0.01, -0.01, -0.04], [-0.02, 0.00, 0.00], [0.00, 0.00, -0.01], [0.00, 0.00, -0.01], [-0.02, -0.02, 0.01], [0.11, -0.06, -0.10], [-0.07, -0.05, 0.15], [0.07, -0.20, 0.19], [-0.03, 0.14, -0.01], [-0.24, 0.35, -0.30], [0.01, 0.04, 0.04], [0.20, -0.17, -0.10], [0.00, -0.03, 0.01], [-0.32, 0.06, 0.28], [0.01, 0.00, 0.05], [-0.04, 0.01, 0.01], [0.01, 0.00, 0.00], [-0.04, 0.02, -0.01], [0.01, 0.04, 0.07], [-0.03, -0.01, 0.01], [0.17, -0.27, -0.01], [-0.06, -0.03, -0.07], [0.07, -0.02, 0.01], [-0.01, 0.03, -0.03], [0.01, -0.04, -0.04], [-0.16, 0.06, -0.16], [0.20, -0.21, 0.19], [-0.27, 0.02, -0.08], [0.09, 0.01, 0.01], [0.10, 0.02, 0.11], [0.01, 0.03, 0.02], [0.05, 0.01, 0.01], [0.00, -0.03, 0.01], [-0.01, -0.01, 0.02], [-0.01, 0.00, 0.01], [0.01, -0.01, 0.00], [-0.02, -0.02, -0.01], [-0.02, 0.03, -0.01], [0.00, 0.00, 0.00], [-0.01, 0.06, -0.05]],
  "lowdin_charge": [0.823, 0.025, -0.285, -0.044, -0.124, -0.112, -0.019, -0.069, -0.453, -0.191, 0.064, -0.183, -0.156, -0.296, -0.074, -0.139, -0.119, -0.144, -0.013, 0.055, 0.101, 0.084, 0.087, 0.091, 0.101, 0.095, 0.079, 0.074, 0.100, 0.021, -0.205, -0.549, -0.052, -0.027, -0.158, -0.691, -0.024, -0.197, 0.065, 0.059, 0.096, 0.097, 0.079, 0.133, -0.098, -0.071, -0.418, -0.092, -0.123, -0.113, -0.119, 0.072, -0.017, 0.038, 0.083, 0.076, 0.081, 0.126, 0.068, 0.072, 0.069, 0.118, 0.129, 0.115],
  "e_homo_ev": [-0.08, -0.08],
  "orbital_gap_ev": [4.48, 4.48],
  "total_charge": -2,
  "lumo_ev": [4.4, 4.4]
}

Record 6
{
  "formula": "C8H9N3",
  "method": "ωB97M-V/def2-TZVPD",
  "elements": ["C", "C", "C", "C", "C", "C", "C", "C", "N", "N", "N", "H", "H", "H", "H", "H", "H", "H", "H", "H"],
  "coordinates": [[-2.414045, 0.659567, 0.100528], [-2.058512, 1.874360, -0.394613], [-1.522429, -0.411147, 0.551192], [-0.868278, 2.644995, -0.288009], [-0.204258, -0.662146, 0.220179], [0.514861, -0.193333, -0.997444], [0.299806, 2.129873, 0.065561], [1.614232, -2.034247, -0.119497], [1.474249, 1.917154, 0.276635], [0.603030, -1.696752, 0.754647], [1.559210, -0.935941, -1.093807], [-3.423916, 0.252803, -0.025656], [-2.929742, 2.361371, -0.933270], [-2.041134, -1.029314, 1.259389], [-0.493036, 3.675563, -0.569073], [2.570629, -2.265726, 0.396454], [1.517512, -3.009092, -0.716235], [1.947362, 1.459434, -0.510291], [-0.020444, -2.437816, 1.254281], [2.253588, -0.731673, -1.810262]],
  "forces_ev_per_angstrom": [[2.54, -4.76, 1.09], [-1.65, 3.63, -2.06], [-3.91, 2.84, 0.44], [0.57, 0.00, 0.09], [4.01, -0.44, -3.08], [-3.85, 1.35, 0.81], [1.50, -0.50, -0.07], [2.51, -2.61, -1.85], [0.26, 0.42, 0.65], [-4.79, -0.72, 2.74], [2.38, -0.93, 0.25], [0.06, 0.85, 0.50], [1.27, -0.19, 0.73], [0.00, -0.90, -0.01], [-2.00, -0.78, -0.23], [-0.13, 0.98, -0.19], [-0.67, 0.85, 0.66], [-0.04, 0.14, 0.33], [2.11, 1.47, -1.23], [-0.19, -0.71, 0.44]],
  "lowdin_charge": [-0.113, -0.136, -0.060, -0.093, -0.274, -0.102, -0.223, -0.240, 0.146, 0.032, -0.026, 0.101, 0.118, 0.082, 0.144, 0.120, 0.136, 0.066, 0.187, 0.135],
  "e_homo_ev": [-5.15, -7.81],
  "orbital_gap_ev": [5.96, 6.27],
  "total_charge": 0,
  "s_squared": 2.014,
  "lumo_ev": [0.8, -1.5],
  "multiplicity": 3
}

no.,calculated total energy (eV)
1,-22730.798
2,-12184.647
3,-12310.378
4,-62245.873
5,-140048.125
6,-12904.559